Entry 1:
# C6H10N

An isolated ion of composition C6H10N and charge +1 (ωB97M-V/def2-TZVPD, OMol25).

ORCA input file:
```
! wB97M-V def2-TZVPD RIJCOSX def2/J DEFGRID3
* xyz 1 3
C -0.255 1.872 0.528
C -0.199 0.810 1.393
C -0.819 0.491 -1.436
C -1.039 -0.799 -0.708
C 0.313 1.021 -0.627
C 0.336 -0.116 0.384
N 1.606 -0.910 0.701
H -0.434 2.960 0.391
H -0.556 0.567 2.391
H -0.532 0.498 -2.494
H -1.586 1.192 -1.249
H -1.901 -0.893 -0.066
H -0.693 -1.624 -1.262
H 1.159 1.340 -1.199
H 2.042 -0.691 1.604
H 2.242 -0.656 -0.035
H 1.555 -1.928 0.616
*
```

Results
Frontier orbital gap (spin up / spin down)   0.227 / 0.291 Ha
DFT total energy   -288.84657 Ha
HOMO level (spin up / spin down)   -9.709 / -14.397 eV

Atom charges from the natural (NBO) analysis, given in e for atoms 1 to 5: C -0.13; C -0.17; C -0.44; C -0.27; C -0.29



Entry 2:
# C6H10N2

A single C6H10N2 molecule (ωB97M-V/def2-TZVPD, OMol25).

ORCA input file:
```
! wB97M-V def2-TZVPD RIJCOSX def2/J DEFGRID3
* xyz 0 1
C 0.363 1.222 -2.539
C 1.429 0.587 -1.616
C 0.920 -0.698 -0.922
C 0.131 -0.431 0.300
C 0.450 0.040 1.548
N -0.648 0.084 2.352
C -1.641 -0.345 1.617
N -1.226 -0.653 0.370
H -0.611 0.771 -2.344
H 0.641 1.166 -3.591
H 0.215 2.264 -2.276
H 1.665 1.297 -0.835
H 2.337 0.368 -2.183
H 0.375 -1.250 -1.695
H 1.787 -1.318 -0.707
H 1.466 0.211 1.887
H -2.661 -0.399 1.963
H -1.771 -1.073 -0.362
*
```

Results
Frontier orbital gap   0.344 Ha
DFT total energy   -344.13225 Ha
HOMO level   -8.478 eV

Atom charges from the natural (NBO) analysis, given in e for atoms 1 to 5: C -0.62; C -0.38; C -0.43; C 0.08; C -0.10



Entry 3:
# C6H10N2

A single C6H10N2 molecule (ωB97M-V/def2-TZVPD, OMol25).

ORCA input file:
```
! wB97M-V def2-TZVPD RIJCOSX def2/J DEFGRID3
* xyz 0 1
C 2.002 -0.982 0.639
C 1.062 -0.115 -0.202
N 1.604 1.308 -0.441
C -0.307 -0.221 0.063
C -0.971 0.579 0.842
C -2.290 0.345 0.698
N -2.509 -0.341 -0.381
C -1.320 -0.459 -0.942
H 2.951 -1.292 -0.002
H 2.234 -0.252 1.513
H 1.516 -1.953 1.039
H 1.094 -0.376 -1.194
H 0.822 1.641 -1.312
H 2.502 1.493 -1.045
H -0.812 1.049 1.887
H -3.008 0.953 1.381
H -3.457 -0.179 -0.764
H -1.113 -1.198 -1.776
*
```

Results
Frontier orbital gap   0.326 Ha
DFT total energy   -343.96387 Ha
HOMO level   -8.034 eV

Atom charges from the natural (NBO) analysis, given in e for atoms 1 to 5: C -0.62; C -0.09; N -0.85; C -0.11; C -0.27



Entry 4:
# C6H10N2

A single C6H10N2 molecule (ωB97M-V/def2-TZVPD, OMol25).

ORCA input file:
```
! wB97M-V def2-TZVPD RIJCOSX def2/J DEFGRID3
* xyz 0 1
H 1.172 2.721 1.819
N 1.292 2.502 0.833
C 0.690 1.446 0.475
C 0.620 0.819 -0.818
C 0.121 -0.481 -0.709
C 0.916 -1.612 -0.108
C -0.902 -0.935 -1.720
N -0.059 0.518 1.269
C -1.088 0.756 1.963
H 0.444 1.446 -1.680
H 1.557 -1.240 0.686
H 0.250 -2.371 0.318
H 1.505 -2.095 -0.885
H -0.385 -1.227 -2.640
H -1.591 -0.133 -1.980
H -1.450 -1.808 -1.372
H -1.521 -0.038 2.560
H -1.573 1.733 1.990
*
```

Results
Frontier orbital gap   0.313 Ha
DFT total energy   -344.02073 Ha
HOMO level   -8.064 eV

Atom charges from the natural (NBO) analysis, given in e for atoms 1 to 5: H 0.34; N -0.69; C 0.37; C -0.34; C 0.21



Entry 5:
# C6H10N2

A single C6H10N2 molecule (ωB97M-V/def2-TZVPD, OMol25).

ORCA input file:
```
! wB97M-V def2-TZVPD RIJCOSX def2/J DEFGRID3
* xyz 0 1
C -0.403 2.012 0.285
C -0.022 0.735 -0.384
C 1.399 0.201 -0.149
C 1.187 -1.345 -0.202
C -0.201 -1.587 0.367
N -0.842 -0.365 0.107
C -2.185 -0.316 -0.141
N -3.370 -0.507 -0.193
H 0.048 2.899 -0.349
H 0.115 2.010 1.303
H -1.604 2.025 0.352
H -0.224 0.940 -1.427
H 2.196 0.687 -0.782
H 1.622 0.465 0.900
H 1.046 -1.542 -1.265
H 2.033 -1.861 0.301
H -0.593 -2.475 -0.145
H -0.202 -1.977 1.420
*
```

Results
Frontier orbital gap   0.365 Ha
DFT total energy   -344.07765 Ha
HOMO level   -9.143 eV

Atom charges from the natural (NBO) analysis, given in e for atoms 1 to 5: C -0.61; C -0.05; C -0.40; C -0.40; C -0.20



Entry 6:
# C6H10N2

C6H10N2 as an isolated structure (ωB97M-V/def2-TZVPD, OMol25).

ORCA input file:
```
! wB97M-V def2-TZVPD RIJCOSX def2/J DEFGRID3
* xyz 0 1
C 0.805 0.216 -0.182
C 0.022 1.488 -0.123
C -1.124 -0.094 1.204
C 0.144 -0.756 0.739
C -0.011 -0.920 -0.680
C -1.282 -0.261 -1.023
H 2.533 -0.332 1.105
H 2.758 -0.080 -0.807
H 0.346 2.229 0.615
H 0.168 1.901 -1.090
H -2.082 -0.648 1.159
H -0.942 0.407 2.105
H 0.606 -1.614 1.190
H 0.292 -1.856 -1.211
H -0.998 -0.009 -2.079
H -2.176 -0.741 -0.886
N 2.239 0.210 -0.017
N -1.299 0.859 -0.018
*
```

Results
Frontier orbital gap   0.347 Ha
DFT total energy   -343.99470 Ha
HOMO level   -8.516 eV

Atom charges from the natural (NBO) analysis, given in e for atoms 1 to 5: C 0.08; C -0.25; C -0.24; C -0.29; C -0.26



Entry 7:
# C6H10N2

C6H10N2 as an isolated structure (ωB97M-V/def2-TZVPD, OMol25).

ORCA input file:
```
! wB97M-V def2-TZVPD RIJCOSX def2/J DEFGRID3
* xyz 0 1
C -0.253 1.048 0.207
C -0.499 1.311 -1.251
C -1.434 0.625 1.031
C 1.823 -0.243 0.732
C 0.039 -2.611 -0.938
N 0.818 -0.578 0.072
N 2.809 0.368 1.127
C 0.942 -1.848 -0.341
H 0.372 1.801 0.684
H 3.060 0.357 2.109
H 0.426 1.575 -1.764
H -0.929 0.439 -1.743
H -1.203 2.145 -1.370
H -2.188 1.423 1.053
H -1.152 0.400 2.060
H -1.916 -0.258 0.612
H 0.289 -3.623 -1.225
H -1.004 -2.329 -1.056
*
```

Results
Frontier orbital gap (spin up / spin down)   0.274 / 0.273 Ha
DFT total energy   -343.92113 Ha
HOMO level (spin up / spin down)   -6.856 / -6.855 eV

Atom charges from the natural (NBO) analysis, given in e for atoms 1 to 5: C -0.02; C -0.66; C -0.66; C 0.75; C -0.54



Entry 8:
# C6H10N2

C6H10N2 as an isolated structure (ωB97M-V/def2-TZVPD, OMol25).

ORCA input file:
```
! wB97M-V def2-TZVPD RIJCOSX def2/J DEFGRID3
* xyz 0 1
C -1.192 0.281 0.330
C -0.124 1.148 -0.018
C 2.319 -0.010 -0.685
C 1.356 -0.442 0.533
C 0.477 -1.602 0.784
C -0.780 -1.189 0.730
H -2.959 -0.200 -0.822
H -2.124 1.338 -1.704
H -1.910 0.644 1.263
H -0.401 1.882 -0.710
H 0.085 1.712 0.921
H 2.519 -0.469 -1.644
H 3.202 0.676 -0.317
H 1.518 0.130 1.386
H 0.848 -2.752 0.636
H -1.703 -1.755 0.782
N -2.018 0.250 -0.992
N 0.887 0.357 -0.473
*
```

Results
Frontier orbital gap   0.336 Ha
DFT total energy   -343.89100 Ha
HOMO level   -8.184 eV

Atom charges from the natural (NBO) analysis, given in e for atoms 1 to 5: C -0.05; C -0.23; C -0.21; C -0.08; C -0.20



Entry 9:
# C6H10N2

A single C6H10N2 molecule (ωB97M-V/def2-TZVPD, OMol25).

ORCA input file:
```
! wB97M-V def2-TZVPD RIJCOSX def2/J DEFGRID3
* xyz 0 1
C 1.433 0.595 0.334
C -0.002 0.755 -0.160
C -0.900 0.584 0.997
N -0.772 -0.862 1.499
N -0.628 -1.856 0.667
C -0.235 -1.777 -0.602
C -0.394 -0.421 -1.105
C 0.069 0.929 -1.633
H 1.445 -0.055 1.233
H 1.930 0.119 -0.418
H 1.962 1.515 0.610
H -0.512 1.114 1.744
H -1.914 0.919 0.551
H -0.393 -1.209 2.470
H -0.197 -2.618 -1.334
H -1.513 -0.299 -1.184
H -0.694 1.528 -1.995
H 1.314 1.040 -1.676
*
```

Results
Frontier orbital gap   0.327 Ha
DFT total energy   -343.90418 Ha
HOMO level   -8.045 eV

Atom charges from the natural (NBO) analysis, given in e for atoms 1 to 5: C -0.61; C -0.11; C -0.21; N -0.44; N -0.21



Entry 10:
# C6H10N2

A single C6H10N2 molecule (ωB97M-V/def2-TZVPD, OMol25).

ORCA input file:
```
! wB97M-V def2-TZVPD RIJCOSX def2/J DEFGRID3
* xyz 0 1
N 0.128 -1.018 1.450
C 0.186 0.201 0.616
C -1.118 0.845 0.637
C -1.877 -0.059 -0.499
C -1.031 -0.727 -1.225
C 0.317 0.073 -0.959
N 1.612 -0.445 -0.762
C 1.760 0.477 0.549
H 0.572 -1.750 0.828
H -0.983 -1.218 1.516
H -0.884 1.787 0.383
H -1.643 0.798 1.594
H -2.869 -0.132 -0.788
H -1.087 -1.244 -2.214
H -0.001 0.989 -1.471
H 2.416 -0.129 -1.403
H 2.046 1.559 0.447
H 2.456 -0.007 1.301
*
```

Results
Frontier orbital gap   0.358 Ha
DFT total energy   -343.94539 Ha
HOMO level   -8.730 eV

Atom charges from the natural (NBO) analysis, given in e for atoms 1 to 5: N -0.83; C 0.12; C -0.44; C -0.20; C -0.21



Entry 11:
# C6H10N2O

A single C6H10N2O molecule (ωB97M-V/def2-TZVPD, OMol25).

ORCA input file:
```
! wB97M-V def2-TZVPD RIJCOSX def2/J DEFGRID3
* xyz 0 1
C 1.228 -1.777 -0.470
C 0.965 -0.592 0.021
N 1.290 -0.232 1.421
C 0.648 0.564 -0.849
C -0.003 1.725 -0.241
C -1.301 1.737 0.168
C -2.186 0.650 0.079
N -1.848 -0.543 -0.129
O -2.947 -1.396 -0.075
H 0.937 -2.002 -1.522
H 1.421 -2.733 0.089
H 0.552 0.385 1.814
H 1.135 -1.158 1.928
H 0.160 0.051 -1.596
H 1.679 0.788 -1.238
H 0.734 2.515 -0.121
H -1.775 2.626 0.431
H -3.236 0.860 0.184
H -2.501 -2.355 -0.278
*
```

Results
Frontier orbital gap   0.325 Ha
DFT total energy   -419.23268 Ha
HOMO level   -8.429 eV

Atom charges from the natural (NBO) analysis, given in e for atoms 1 to 5: C -0.53; C 0.25; N -0.83; C -0.54; C -0.11



Entry 12:
# C6H10N2O

A single C6H10N2O molecule (ωB97M-V/def2-TZVPD, OMol25).

ORCA input file:
```
! wB97M-V def2-TZVPD RIJCOSX def2/J DEFGRID3
* xyz 0 1
C -2.750 -1.282 0.126
N -2.023 0.050 -0.138
C -0.785 0.079 -0.056
O 0.048 -1.086 -0.095
C 1.360 -0.642 -0.094
C 2.591 -1.487 0.072
C 1.568 0.701 -0.061
N 0.203 1.130 -0.058
C -0.201 2.572 0.037
H -2.479 -2.194 -0.513
H -3.767 -1.154 -0.033
H -2.646 -1.481 1.214
H 3.354 -0.449 0.248
H 2.533 -1.756 1.088
H 2.746 -2.153 -0.718
H 2.426 1.279 0.182
H 0.896 2.954 0.404
H -0.833 2.859 1.083
H -0.559 2.865 -0.965
*
```

Results
Frontier orbital gap   0.305 Ha
DFT total energy   -419.23237 Ha
HOMO level   -7.482 eV

Atom charges from the natural (NBO) analysis, given in e for atoms 1 to 5: C -0.42; N -0.55; C 0.69; O -0.48; C 0.28